[1]
A structure of composition C24H60F2N5NiO12S2 at a distorted geometry. Source: the Open Molecules 2025 dataset; level of theory: ωB97M-V/def2-TZVPD.

Properties
Expectation value of S² = 2.01
Total energy = -126015.604 eV
Molar mass = 771.590 g mol⁻¹
Net charge = +1
Kohn-Sham gap (alpha / beta) = 7.9 / 2.8 eV
Multiplicity = 3
Highest occupied orbital energy (alpha / beta) = -9.89 / -9.81 eV
E_LUMO (alpha / beta) = -1.98 / -7.00 eV

Structure (XYZ):
```
106
Properties=species:S:1:pos:R:3:mulliken_spin:R:1
Ni 3.24 -3.64 1.93 0.9669
S 1.16 -1.67 3.69 0.0021
S 1.34 -1.13 1.27 -0.0004
F 1.62 -2.02 0.00 -0.0029
F 2.07 -2.45 4.75 -0.0007
O 2.29 3.83 2.46 0.0000
O 1.40 -0.32 4.01 0.0028
O 0.48 0.02 -3.70 0.0000
O 1.73 -5.18 2.46 0.0044
O -0.14 -2.22 3.90 0.0013
O -3.42 1.51 -0.52 0.0064
O -0.08 -1.04 1.24 0.0013
O 2.13 0.02 1.12 0.0002
O 4.66 -2.58 3.34 0.0017
O -6.29 1.42 0.34 0.0155
O -2.52 -1.00 -6.84 0.0000
O 1.69 4.01 -1.95 0.0000
N 1.93 -2.20 2.38 0.0099
N 0.21 4.47 0.71 -0.0001
N -0.32 1.09 -6.44 0.0000
N -4.66 2.05 2.29 0.7575
N 4.33 -5.19 2.83 0.0177
C -5.52 3.10 1.85 0.0017
C 3.32 2.90 2.29 0.0000
C 1.02 3.32 2.83 -0.0015
C 0.37 3.73 -1.58 -0.0001
C 2.26 5.20 -1.46 0.0000
C 1.06 -0.01 -2.41 -0.0005
C -1.53 0.82 -5.64 0.0000
C 0.35 -5.09 2.09 -0.0013
C -3.62 0.51 -1.51 0.0017
C -6.98 1.06 -0.85 -0.0027
C -3.09 0.97 0.74 0.0514
C 0.05 3.27 -0.16 -0.0003
C 5.41 -1.38 3.30 -0.0027
C 4.25 -4.71 4.26 -0.0126
C -3.22 -2.22 -6.82 0.0000
C 0.84 0.30 -6.10 0.0000
C -2.01 -0.61 -5.60 0.0000
C 3.69 -6.53 2.68 -0.0018
C -6.07 2.80 0.44 0.0934
C 2.16 -6.49 2.75 0.0031
C -3.28 1.98 1.84 0.0281
C -0.02 4.19 2.13 0.0020
C 5.14 -3.48 4.32 0.0041
C 1.41 0.41 -4.69 0.0000
H -2.07 0.58 0.66 0.0028
H 3.93 -6.79 1.64 0.0000
H 0.27 -0.32 -1.74 0.0002
H 4.14 -7.35 3.24 0.0001
H 2.32 -0.22 -4.63 0.0000
H -2.37 1.41 -6.01 0.0000
H 3.08 2.14 1.53 0.0000
H 6.38 -1.55 2.81 -0.0001
H -1.01 3.02 -0.13 0.0010
H -0.28 4.61 -1.70 0.0001
H -6.94 3.44 0.26 -0.0020
H 5.14 -3.01 5.31 0.0002
H 1.67 0.67 -6.71 0.0000
H 2.61 5.12 -0.43 0.0000
H 5.56 -1.01 4.31 0.0005
H -0.02 3.00 -2.30 0.0000
H -0.29 -5.22 2.96 0.0003
H 3.51 2.31 3.20 0.0000
H 0.01 5.17 2.63 0.0001
H 1.21 4.66 0.67 0.0000
H 1.89 -0.73 -2.36 -0.0001
H 3.08 5.46 -2.13 0.0000
H 5.31 -5.48 2.83 0.0000
H 1.79 -7.17 1.97 0.0006
H -6.80 0.01 -1.07 0.0015
H 0.95 3.36 3.92 -0.0002
H 4.17 3.43 1.87 0.0000
H -1.06 3.85 2.22 0.0009
H -2.87 -0.56 -4.91 0.0001
H -0.10 2.06 -6.31 0.0000
H -3.97 -2.20 -7.61 0.0000
H 4.69 -5.47 4.91 0.0002
H -3.08 2.97 1.43 -0.0069
H -5.28 3.09 -0.27 -0.0004
H 3.23 -4.52 4.56 0.0013
H -2.61 1.78 2.68 0.0406
H -1.35 1.17 -4.62 0.0000
H -4.02 0.98 -2.40 0.0002
H -6.71 1.72 -1.68 -0.0008
H -5.07 4.09 1.86 0.0007
H 1.73 1.44 -4.48 0.0000
H 1.54 6.03 -1.51 0.0000
H -8.06 1.19 -0.73 0.0007
H -2.66 0.04 -1.73 -0.0001
H 0.16 -4.11 1.68 0.0015
H 4.95 -0.62 2.66 0.0023
H -3.72 -2.39 -5.86 0.0000
H 0.12 -5.89 1.38 0.0004
H 1.79 -6.91 3.69 0.0006
H -1.32 -1.31 -5.11 0.0000
H 0.75 -0.76 -6.36 0.0000
H -2.56 -3.08 -7.02 0.0000
H 1.47 0.98 -2.19 0.0000
H -4.32 -0.25 -1.16 -0.0004
H 0.90 2.27 2.51 0.0010
H 0.58 2.39 0.23 0.0004
H -3.73 0.08 0.86 -0.0003
H 6.16 -3.79 4.04 0.0002
H -5.22 1.20 2.09 -0.0225
H -6.36 3.15 2.56 0.0296
```

[2]
A structure of composition C35H43NOP2PdS3. Source: the Open Molecules 2025 dataset; level of theory: ωB97M-V/def2-TZVPD.

Properties
Total energy = -95082.878 eV
Molar mass = 758.304 g mol⁻¹
Net charge = +2
Kohn-Sham gap = 6.8 eV
Highest occupied orbital energy = -13.02 eV
E_LUMO = -6.18 eV

Structure (XYZ):
```
86
Properties=species:S:1:pos:R:3:mulliken_charge:R:1
Pd 0.49 -0.16 0.25 0.8359
S 0.27 -0.16 2.49 0.4032
S -0.58 -2.50 0.17 -0.0787
S -1.99 0.63 0.10 0.0123
P 2.37 1.14 0.31 0.5914
P 3.68 -1.58 1.03 0.6639
O 0.54 -0.16 -1.83 -0.2868
N 1.07 -0.54 -3.95 0.2647
C 1.86 -1.22 -4.98 -0.8270
C -2.37 -2.18 0.26 -0.9236
C 6.70 -4.28 0.81 -0.7039
C 0.06 0.45 -4.33 -0.6377
C 6.06 -1.95 -0.55 -0.1522
C 1.26 -0.78 -2.66 0.4487
C 3.81 0.05 0.15 -1.1214
C 1.93 3.64 -3.50 -0.7012
C -1.14 0.97 2.72 -1.0436
C 3.42 -1.14 5.08 -0.6430
C -2.80 -0.89 -0.44 -0.7077
C 1.14 2.92 -1.35 -0.4916
C 2.79 2.01 2.96 0.1884
C 5.24 -2.38 0.49 0.1748
C 5.58 -3.56 1.16 -0.6369
C 3.22 4.65 2.20 -0.8417
C -0.16 -2.88 1.89 -0.7346
C 3.28 4.29 3.54 -0.7369
C 2.25 2.08 -1.22 0.6111
C 5.48 -0.08 4.41 -0.7988
C 3.19 2.02 -2.24 -0.4526
C 7.51 -3.84 -0.23 -0.5261
C 4.08 -1.13 2.75 0.4377
C -0.48 -1.79 2.89 -1.3613
C -2.37 0.71 1.87 -0.8383
C 2.70 2.37 1.61 1.3067
C 4.57 -0.43 5.41 -0.6414
C 3.03 2.80 -3.38 -0.7001
C 2.92 3.70 1.24 -0.6643
C 3.18 -1.49 3.76 -0.2809
C 3.07 2.97 3.92 -1.3862
C 2.30 -1.77 -2.24 -0.7288
C 0.99 3.70 -2.48 -0.9820
C 7.19 -2.67 -0.91 -0.7531
C 5.24 -0.43 3.10 -0.3937
H 0.91 -3.10 1.86 0.1519
H 0.08 0.58 -5.41 0.2944
H 2.05 -2.76 -2.63 0.6303
H -2.67 -2.19 1.30 0.4003
H 4.72 0.61 0.41 1.1097
H 6.96 -5.18 1.34 0.4161
H 7.82 -2.32 -1.71 0.4285
H 5.96 -0.18 2.33 0.4352
H 2.34 -1.82 -1.16 -0.7570
H 8.40 -4.40 -0.51 0.4020
H -2.87 -0.21 2.16 0.3848
H 2.92 -0.98 -4.88 0.3077
H -2.55 -0.93 -1.50 0.3431
H 0.41 2.99 -0.55 0.3762
H 3.15 2.68 4.95 0.5271
H -3.88 -0.78 -0.36 0.5567
H -3.09 1.52 2.03 0.5684
H -1.39 0.95 3.79 0.5686
H 4.76 -0.16 6.43 0.4508
H -0.10 -2.05 3.87 0.6470
H -0.93 0.10 -4.04 0.2435
H 3.39 5.67 1.90 0.4630
H -0.68 -3.79 2.19 0.6618
H 4.96 -3.91 1.98 0.3715
H 2.73 -1.44 5.86 0.4793
H -2.88 -3.01 -0.22 0.5758
H -1.55 -1.64 2.98 0.7723
H 1.82 4.25 -4.38 0.4004
H 2.30 -2.08 3.50 0.5315
H 6.39 0.45 4.67 0.4657
H 2.87 4.00 0.20 0.4137
H 0.14 4.36 -2.57 0.4692
H 3.28 -1.51 -2.65 0.4923
H 4.09 1.41 -2.14 0.5053
H 0.25 1.40 -3.85 0.1661
H 2.69 0.99 3.27 0.5832
H 3.50 5.04 4.29 0.4377
H 1.52 -0.88 -5.95 0.3172
H 1.73 -2.30 -4.93 0.3198
H 3.86 -0.20 -0.91 -0.2739
H 5.85 -1.03 -1.08 0.3532
H 3.78 2.76 -4.16 0.5068
H -0.71 1.96 2.51 0.3400
```